Entry 1:
Computed, not measured: a cluster of 2 separate species, C20H28N4O6 in total, with the ωB97M-V functional and the def2-TZVPD basis.

Output
**E_LUMO**: -0.0306 hartree
**Energy above the lowest of the compared OMol25 structures with the same formula, charge and spin**: 146.5 kcal/mol
**Highest occupied orbital energy**: -7.717 eV
**Gap between HOMO and LUMO**: 6.88 eV
**Molecular weight**: 420.5 g/mol

```
! RIJCOSX wB97M-V def2-TZVPD def2/J DEFGRID3
* xyz 0 1
C 2.56 -4.60 4.46
C 1.09 -4.33 4.74
C 0.41 -5.47 5.51
O 0.42 -4.12 3.50
C -0.77 -3.47 3.67
N -1.48 -3.21 2.51
N -2.68 -3.03 2.56
C -3.31 -2.72 1.35
O -3.90 -3.57 0.71
O -3.20 -1.43 0.94
C -3.85 -1.22 -0.31
C -3.32 0.06 -0.94
C -5.36 -1.21 -0.12
O -1.19 -3.13 4.76
H 3.13 -4.75 5.36
H 2.65 -5.49 3.84
H 2.99 -3.77 3.90
H 0.99 -3.39 5.31
H 0.91 -5.66 6.46
H -0.63 -5.23 5.70
H 0.44 -6.38 4.91
H -3.56 -2.09 -0.94
H -3.78 0.26 -1.91
H -3.53 0.90 -0.28
H -2.24 0.01 -1.08
H -5.89 -1.05 -1.05
H -5.70 -2.15 0.31
H -5.63 -0.42 0.58
C -0.01 0.40 -4.67
O 0.25 1.42 -3.74
C 1.58 1.48 -3.29
C 1.91 2.48 -2.36
N 0.86 3.34 -1.86
C -0.34 2.99 -1.40
N -1.02 4.09 -1.04
C -2.37 4.17 -0.49
C -0.19 5.21 -1.26
C 0.98 4.74 -1.77
C 3.22 2.62 -1.89
O 3.49 3.65 -0.98
C 4.81 3.68 -0.49
C 4.19 1.73 -2.35
C 3.87 0.74 -3.24
C 2.58 0.61 -3.71
H -1.07 0.44 -4.95
H 0.59 0.55 -5.57
H 0.19 -0.58 -4.23
H -2.78 3.18 -0.38
H -2.32 4.65 0.48
H -3.00 4.75 -1.16
H -0.44 6.22 -1.01
H 1.85 5.32 -2.02
H 4.90 4.48 0.24
H 5.04 2.73 0.00
H 5.51 3.87 -1.31
H 5.21 1.81 -2.00
H 4.63 0.05 -3.58
H 2.35 -0.18 -4.41
*
```

Now the Mulliken charges, all in e:
1. C -1.433
2. C 0.669
3. C -1.322
4. O -0.387
5. C 0.560
6. N -0.030
7. N -0.176
8. C 0.667
9. O -0.511
10. O -0.355
11. C 0.639
12. C -1.371
13. C -1.440
14. O -0.507
15. H 0.394
16. H 0.352
17. H 0.345
18. H 0.320
19. H 0.355
20. H 0.361
21. H 0.331
22. H 0.400
23. H 0.422
24. H 0.174
25. H 0.358
26. H 0.364
27. H 0.400
28. H 0.340
29. C -0.980
30. O -0.336
31. C 0.635
32. C 0.464
33. N 0.514
34. C -0.642
35. N 0.368
36. C -0.600
37. C -0.649
38. C -0.406
39. C 0.838
40. O -0.374
41. C -0.965
42. C -0.504
43. C -1.453
44. C -0.537
45. H 0.244
46. H 0.394
47. H 0.384
48. H 0.012
49. H 0.351
50. H 0.337
51. H 0.442
52. H 0.414
53. H 0.255
54. H 0.382
55. H 0.376
56. H 0.361
57. H 0.371
58. H 0.384

Entry 2:
Computed, not measured: a structure of composition C20H28NO2PPt, with the ωB97M-V functional and the def2-TZVPD basis.

Output
**E_LUMO (alpha / beta)**: -0.2162 / -0.3692 hartree
**Energy above the lowest of the compared OMol25 structures with the same formula, charge and spin**: 20.2 kcal/mol
**<S²>**: 6.048
**Highest occupied orbital energy (alpha / beta)**: -10.488 / -14.568 eV
**Gap between HOMO and LUMO (alpha / beta)**: 4.60 / 4.52 eV
**Molecular weight**: 540.5 g/mol

```
! RIJCOSX wB97M-V def2-TZVPD def2/J DEFGRID3
* xyz 2 5
C -2.48 0.58 -3.56
C -2.01 -0.56 -2.89
C -1.15 -0.51 -1.77
C -0.77 0.79 -1.29
C -1.12 1.89 -2.06
C -2.02 1.82 -3.13
C -0.92 -1.80 -1.01
C 0.15 -2.93 -1.31
N 1.49 -2.64 -1.80
Pt 0.14 1.40 0.55
C -0.59 3.26 -1.73
P 0.88 3.09 -0.60
H -2.39 -1.54 -3.20
H -2.33 2.74 -3.62
H -3.20 0.51 -4.38
H -1.35 3.88 -1.24
H -0.21 3.78 -2.62
H -0.76 -1.49 0.04
H -1.92 -2.33 -1.03
H 0.31 -3.42 -0.35
C 1.54 4.63 0.02
C 2.05 2.42 -1.82
H -0.27 -3.71 -1.97
C 1.63 -1.89 -3.03
C 2.51 -2.49 -0.78
H 1.08 1.90 1.92
H 2.04 -2.57 -3.81
H 0.66 -1.47 -3.34
H 2.35 -1.07 -2.85
H 3.10 -3.42 -0.72
H 3.19 -1.67 -1.05
H 2.07 -2.26 0.21
H 2.43 3.22 -2.47
H 2.89 1.96 -1.29
H 1.58 1.65 -2.44
H 1.58 5.36 -0.80
H 0.90 5.04 0.83
H 2.55 4.47 0.42
H 1.61 1.44 1.47
O -2.60 -0.12 1.60
C -1.51 -0.39 2.07
O -0.30 -0.27 1.50
C -1.32 -1.03 3.38
C -0.22 -1.88 3.57
C 0.07 -2.35 4.85
C -0.72 -1.95 5.93
C -1.84 -1.11 5.73
C -2.15 -0.66 4.44
H 0.41 -2.10 2.71
H 0.91 -3.04 4.99
H -0.49 -2.33 6.94
H -2.47 -0.82 6.58
H -2.99 -0.01 4.21
*
```

Now the Mulliken charges, all in e:
1. C -0.818
2. C -0.324
3. C 0.026
4. C -0.482
5. C 1.207
6. C -0.735
7. C 1.118
8. C -1.442
9. N 0.363
10. Pt 0.180
11. C -1.635
12. P 0.674
13. H 0.506
14. H 0.509
15. H 0.419
16. H 0.450
17. H 0.544
18. H -1.194
19. H 0.646
20. H 0.672
21. C -1.078
22. C -1.124
23. H 0.362
24. C -0.610
25. C -0.484
26. H 0.142
27. H 0.311
28. H 0.246
29. H 0.301
30. H 0.302
31. H 0.320
32. H 0.138
33. H 0.403
34. H 0.376
35. H 0.264
36. H 0.392
37. H 0.348
38. H 0.392
39. H -0.151
40. O -0.534
41. C 0.543
42. O -0.476
43. C 0.651
44. C 0.032
45. C -0.649
46. C -0.316
47. C -0.495
48. C -0.438
49. H 0.365
50. H 0.429
51. H 0.423
52. H 0.420
53. H 0.510

Entry 3:
Computed, not measured: a structure of composition C20H28NO3PPd, with the ωB97M-V functional and the def2-TZVPD basis.

Output
**E_LUMO (alpha / beta)**: -0.1992 / -0.3543 hartree
**Energy above the lowest of the compared OMol25 structures with the same formula, charge and spin**: 11.5 kcal/mol
**<S²>**: 6.034
**Highest occupied orbital energy (alpha / beta)**: -12.497 / -13.912 eV
**Gap between HOMO and LUMO (alpha / beta)**: 7.08 / 4.27 eV
**Molecular weight**: 467.8 g/mol

```
! RIJCOSX wB97M-V def2-TZVPD def2/J DEFGRID3
* xyz 2 5
C 1.16 -1.73 -4.16
C 1.47 -0.49 -3.60
C 1.19 -0.17 -2.25
C 0.68 -1.20 -1.42
C 0.22 -2.35 -2.03
C 0.49 -2.65 -3.38
C 1.63 1.14 -1.70
C 0.92 2.53 -1.95
N -0.51 2.70 -2.00
Pd 0.81 -1.28 0.67
C -0.62 -3.33 -1.28
P -1.75 -2.28 -0.32
H 2.04 0.23 -4.17
H 0.15 -3.62 -3.74
H 1.45 -2.00 -5.17
H -0.05 -3.98 -0.59
H -1.24 -3.95 -1.95
H 1.73 1.01 -0.60
H 2.67 1.30 -2.11
H 1.27 3.17 -1.12
C -2.83 -3.26 0.68
C -2.73 -1.34 -1.51
H 1.30 2.98 -2.88
C -1.30 1.98 -2.96
C -1.20 3.17 -0.82
H -0.27 -2.45 0.92
H -1.68 2.66 -3.74
H -0.71 1.17 -3.43
H -2.18 1.54 -2.44
H -1.52 4.22 -0.95
H -2.13 2.56 -0.69
H -0.57 3.08 0.09
H -3.49 -2.01 -1.96
H -3.26 -0.52 -1.01
H -2.15 -0.88 -2.32
H -3.43 -3.93 0.05
H -2.27 -3.83 1.42
H -3.51 -2.55 1.16
H -0.96 -1.29 0.54
O 0.32 -0.60 3.10
C 0.95 0.26 3.97
C 0.77 0.20 5.36
C 1.35 1.21 6.14
C 2.02 2.29 5.55
C 2.18 2.34 4.16
C 1.73 1.25 3.39
C 1.82 1.13 1.89
O 1.33 2.03 1.21
O 2.37 0.00 1.48
H -0.25 -1.21 3.60
H 0.24 -0.64 5.80
H 1.33 1.12 7.23
H 2.42 3.10 6.18
H 2.60 3.20 3.66
*
```

Now the Mulliken charges, all in e:
1. C -0.830
2. C -0.491
3. C 0.427
4. C -0.563
5. C 1.761
6. C -0.940
7. C 1.221
8. C -1.115
9. N 0.348
10. Pd -0.900
11. C -1.198
12. P 0.624
13. H 0.536
14. H 0.429
15. H 0.425
16. H 0.391
17. H 0.580
18. H -1.033
19. H 0.532
20. H 0.640
21. C -1.103
22. C -1.125
23. H 0.367
24. C -0.499
25. C -0.538
26. H 0.067
27. H 0.333
28. H 0.202
29. H 0.178
30. H 0.310
31. H 0.271
32. H 0.222
33. H 0.435
34. H 0.408
35. H 0.208
36. H 0.404
37. H 0.363
38. H 0.419
39. H 0.194
40. O -0.134
41. C 0.777
42. C -0.745
43. C -0.458
44. C -0.504
45. C -0.415
46. C 0.363
47. C 0.619
48. O -0.621
49. O -0.922
50. H 0.336
51. H 0.396
52. H 0.420
53. H 0.435
54. H 0.492

Entry 4:
Computed, not measured: a cluster of 2 separate species, C20H29BO2S4 in total, with the ωB97M-V functional and the def2-TZVPD basis.

Output
**E_LUMO**: -0.0268 hartree
**Energy above the lowest of the compared OMol25 structures with the same formula, charge and spin**: 0.0 kcal/mol
**Highest occupied orbital energy**: -4.762 eV
**Gap between HOMO and LUMO**: 4.03 eV
**Molecular weight**: 440.5 g/mol

```
! RIJCOSX wB97M-V def2-TZVPD def2/J DEFGRID3
* xyz 0 1
C 5.00 3.49 -0.63
C 3.78 2.83 -0.08
C 3.49 2.67 1.26
C 2.26 2.02 1.53
C 1.46 1.76 0.40
B 0.72 0.26 0.18
C -0.21 1.63 0.35
C -1.01 1.97 1.47
C -2.05 2.88 1.24
C -2.21 3.21 -0.10
C -3.29 4.01 -0.71
S -1.11 2.28 -1.04
O 0.93 -0.32 -1.06
C 1.67 -1.55 -0.77
C 1.18 -2.60 -1.75
C 3.10 -1.10 -1.12
C 1.30 -1.84 0.75
C 0.17 -2.86 1.00
C 2.51 -2.23 1.58
O 0.81 -0.60 1.27
S 2.48 2.23 -0.99
H 5.72 3.78 0.14
H 5.52 2.80 -1.30
H 4.76 4.41 -1.19
H 4.18 2.95 2.04
H 1.97 1.67 2.51
H -0.71 1.63 2.45
H -2.66 3.34 2.03
H -3.90 4.48 0.06
H -2.90 4.80 -1.37
H -3.95 3.37 -1.30
H 1.69 -3.57 -1.57
H 0.10 -2.71 -1.71
H 1.40 -2.27 -2.77
H 3.84 -1.92 -1.08
H 3.09 -0.75 -2.17
H 3.45 -0.27 -0.46
H 0.44 -3.84 0.63
H 0.01 -2.95 2.10
H -0.81 -2.49 0.61
H 2.97 -3.11 1.12
H 3.21 -1.39 1.60
H 2.23 -2.45 2.61
C -4.59 -2.46 0.13
C -3.84 -3.04 -1.07
S -2.52 -2.00 -1.80
C -2.16 -0.77 -0.68
S -3.42 0.13 0.01
C -4.83 -0.97 -0.05
H -5.57 -2.93 0.26
H -3.99 -2.65 1.03
H -3.35 -3.98 -0.79
H -4.52 -3.27 -1.91
H -1.15 -0.39 -0.63
H -5.29 -0.73 -1.03
H -5.41 -0.59 0.79
*
```

Now the Mulliken charges, all in e:
1. C -1.264
2. C 0.870
3. C -0.792
4. C -0.748
5. C 0.273
6. B 1.508
7. C 0.378
8. C -1.201
9. C -0.764
10. C 0.688
11. C -1.399
12. S -0.257
13. O -0.604
14. C 1.441
15. C -1.542
16. C -1.649
17. C 1.844
18. C -1.501
19. C -1.890
20. O -0.492
21. S -0.178
22. H 0.370
23. H 0.300
24. H 0.285
25. H 0.350
26. H 0.437
27. H 0.465
28. H 0.323
29. H 0.383
30. H 0.325
31. H 0.251
32. H 0.301
33. H 0.188
34. H 0.399
35. H 0.377
36. H 0.391
37. H 0.180
38. H 0.364
39. H 0.501
40. H -0.056
41. H 0.374
42. H 0.302
43. H 0.431
44. C -0.557
45. C -0.585
46. S -0.161
47. C 0.807
48. S 0.075
49. C -0.764
50. H 0.348
51. H 0.263
52. H 0.330
53. H 0.425
54. H -0.902
55. H 0.352
56. H 0.407

Q: What is the energy above the lowest of the compared OMol25 structures with the same formula, charge and spin in the third record?
A: 11.5 kcal/mol

Q: The highest molecular weight belongs to which entry?
A: C20H28NO2PPt

Q: What is the molecular weight in the third record?
A: 467.8 g/mol

Q: Look up the energy above the lowest of the compared OMol25 structures with the same formula, charge and spin of the fourth one.
A: 0.0 kcal/mol